{
  "formula": "C21H22BrN5NiOS",
  "method": "wB97M-V/def2-TZVPD",
  "symbols": ["Ni", "C", "C", "N", "N", "C", "N", "S", "C", "C", "C", "C", "C", "N", "H", "H", "H", "H", "H", "H", "H", "H", "H", "Br", "C", "C", "C", "C", "C", "C", "C", "C", "C", "C", "H", "H", "H", "H", "H", "H", "C", "N", "C", "C", "O", "H", "H", "H", "H", "H", "H", "H"],
  "xyz": [[8.25098, 9.28525, 13.47227], [6.23421, 10.49224, 16.78986], [6.72243, 10.17396, 15.46911], [7.95375, 9.70006, 15.20486], [8.93035, 9.71678, 16.12198], [9.93050, 8.94602, 15.63658], [11.08740, 8.93701, 16.30865], [9.91151, 8.24695, 14.05508], [6.11966, 10.78559, 14.31228], [5.25229, 11.88764, 14.47196], [4.92615, 12.66852, 13.37360], [5.70871, 12.47148, 12.25518], [6.50994, 11.39265, 12.09568], [6.85209, 10.58960, 13.18779], [6.61943, 9.75893, 17.49897], [5.17249, 10.56679, 16.89200], [6.62070, 11.46516, 17.02822], [11.06020, 8.95836, 17.32594], [11.90207, 8.48621, 15.87542], [4.68928, 11.96928, 15.41764], [4.13103, 13.42603, 13.30730], [5.55899, 13.14675, 11.44173], [7.01426, 11.10144, 11.23281], [9.93501, 11.96723, 9.27518], [6.91840, 12.07341, 8.49997], [5.77017, 12.61890, 8.24467], [5.18940, 12.37253, 6.95958], [5.79330, 11.50062, 6.10892], [7.13822, 11.03323, 6.38361], [7.88557, 10.18465, 5.45539], [9.16290, 9.80013, 5.74440], [9.90532, 10.39141, 6.78652], [9.19961, 11.12633, 7.74558], [7.75179, 11.40632, 7.62502], [5.30904, 13.32396, 8.98076], [4.26200, 12.85942, 6.76490], [5.43901, 11.14843, 5.15828], [7.34601, 9.64247, 4.66314], [9.63412, 9.06944, 5.08934], [10.99446, 10.33481, 6.85108], [5.03948, 6.91054, 11.84475], [6.11658, 6.74467, 10.89950], [5.84531, 6.05254, 9.65861], [7.29978, 7.28443, 11.13215], [7.46467, 8.19662, 11.95888], [4.11347, 7.24867, 11.40521], [5.33244, 7.65370, 12.55944], [4.80269, 5.99086, 12.34539], [6.66658, 6.13811, 8.96744], [4.94070, 6.48090, 9.17395], [5.61972, 4.98412, 9.78050], [8.16522, 6.84403, 10.58042]],
  "forces_ev_per_a": [[-1.270, 0.171, -2.186], [0.551, -0.295, 1.350], [2.484, -1.258, -0.636], [-2.925, 2.264, 1.864], [0.413, -2.085, 0.528], [-0.566, 1.491, -0.766], [1.299, -0.719, 1.043], [2.508, -1.445, 0.763], [1.746, 1.324, -0.499], [-2.042, -0.742, 0.085], [0.484, -0.030, 0.786], [-1.105, 0.511, -1.369], [1.240, -1.703, 3.678], [-2.897, 1.859, -2.095], [-0.009, 0.213, 0.153], [-0.730, -0.237, -0.158], [0.334, 0.662, 0.643], [0.027, 0.271, -0.486], [-0.954, 0.206, 0.373], [0.423, 0.085, -0.653], [0.589, -0.287, 0.600], [-0.028, 0.162, -0.668], [0.730, 0.026, -1.534], [0.455, -0.291, -0.184], [2.767, -0.421, 0.913], [-2.507, 1.845, 0.023], [0.006, -0.300, 0.685], [1.889, -0.451, 0.013], [0.029, -0.348, -0.134], [-1.120, -0.349, 1.232], [0.035, 0.198, -0.868], [-0.711, 1.274, 1.837], [-1.320, -0.017, -0.590], [1.736, -1.398, -1.866], [0.121, -0.779, -0.803], [-0.613, 0.057, -0.408], [-0.676, 0.339, -0.240], [0.222, 0.665, 0.222], [0.091, 0.246, 0.109], [-0.445, -0.301, 0.087], [-0.195, 0.429, -0.036], [-0.898, -0.824, -0.707], [-1.056, -0.459, -0.195], [1.495, 1.548, 1.166], [-0.273, -1.609, -1.604], [-0.180, 0.216, -0.595], [0.198, 0.257, 0.460], [0.118, -0.645, 0.294], [0.371, 0.138, -0.127], [0.582, -0.016, 0.274], [0.150, 0.150, 0.268], [-0.577, 0.404, -0.043]],
  "spin_multiplicity": 3,
  "molar_mass_g_mol": 531.11,
  "total_charge": 0,
  "largest_force_ev_per_a": 4.239,
  "e_tot_ha": -5642.79523
}